(1)
The following is a quantum chemistry calculation of 10 unconnected molecules or ions with the total composition C24H72N4O10, from OMol25.

Last column: Mulliken charge in e.
Geometry (Å):
C: 1.9241 3.4361 -0.9696  -0.72
O: 1.5543 2.1089 -1.5686  -0.28
H: 2.8470 3.8252 -1.4021  0.34
H: 1.1896 4.1764 -1.1895  0.33
H: 2.0478 3.2816 0.1169  0.20
H: 0.8585 1.8587 -0.9277  0.16
C: -1.2760 0.3437 -1.7651  -0.59
O: -1.0223 1.2279 -0.6854  0.02
H: -1.3323 -0.7157 -1.4851  0.22
H: -2.1274 0.7807 -2.2993  0.30
H: -0.3890 0.4243 -2.4402  0.07
H: -1.7483 1.1448 -0.0571  0.33
C: -3.5189 4.9381 0.4060  -0.81
O: -2.8926 3.8939 1.1602  -0.49
H: -2.8772 5.2556 -0.3975  0.26
H: -4.5084 4.5738 -0.0365  0.26
H: -3.6629 5.8340 1.0299  0.29
H: -2.3272 4.1883 1.9544  0.34
C: -4.5279 0.9909 1.4565  -0.52
O: -3.1822 1.1818 1.0704  -0.32
H: -5.1096 0.7587 0.5609  0.23
H: -4.4812 0.2616 2.2567  -0.08
H: -4.9207 1.9084 1.9095  0.34
H: -3.0593 2.1124 1.0465  0.20
C: -0.0889 -4.1835 -1.5330  -0.87
C: -0.8942 -5.1203 -2.3727  0.11
C: -0.8029 -4.6761 -3.8870  -0.47
O: -1.4100 -3.4556 -4.0972  -0.25
C: -1.3989 -3.2393 -5.5162  -0.74
N: -0.3074 -6.4815 -2.1843  -0.69
H: 0.9126 -4.4715 -1.7755  0.28
H: -0.3184 -4.4640 -0.4571  0.14
H: -0.3128 -3.1502 -1.7798  0.16
H: -1.8916 -5.2012 -2.0884  0.58
H: -1.2406 -5.4622 -4.5500  0.31
H: 0.2657 -4.6785 -4.1635  0.07
H: -2.0236 -4.0754 -5.9545  0.32
H: -0.3945 -3.1767 -5.9492  0.27
H: -1.9316 -2.3493 -5.7227  0.30
H: 0.5771 -6.5843 -2.6680  0.23
H: -0.9648 -7.2112 -2.4364  0.25
C: 0.1147 2.4777 2.0695  -0.77
C: -0.8185 2.7757 3.2060  0.80
C: -0.2503 2.3126 4.5445  -0.86
O: -1.2498 2.2938 5.4913  -0.43
C: -1.1127 1.4161 6.5934  -0.46
N: -1.2059 4.2023 3.2777  -0.63
H: -0.3247 2.8459 1.1208  0.29
H: 0.2231 1.3843 2.0266  0.01
H: 1.0228 3.0612 2.2007  0.54
H: -1.6986 2.1368 3.1623  -0.12
H: 0.6487 2.8461 4.7775  0.56
H: 0.0312 1.2526 4.3838  0.01
H: -1.9269 1.4452 7.2428  0.32
H: -0.2225 1.5265 7.2629  0.29
H: -1.0822 0.3885 6.1249  0.03
H: -1.8339 4.2339 4.0712  0.27
H: -0.4619 4.8663 3.4304  0.27
C: 3.5357 -2.4688 0.3107  -1.43
C: 3.2434 -0.9143 -0.0484  0.64
C: 3.5713 0.0672 1.1065  -0.74
O: 2.8910 -0.3908 2.2188  -0.31
C: 2.9045 0.4366 3.3623  -1.13
N: 3.9362 -0.5907 -1.2856  -0.42
H: 4.5002 -2.5282 0.7615  0.39
H: 3.5533 -3.0708 -0.5568  0.49
H: 2.7615 -2.8498 1.0022  0.21
H: 2.2018 -0.7298 -0.1336  -0.09
H: 3.2874 1.0710 0.8456  0.28
H: 4.5955 0.0088 1.3673  0.42
H: 3.7651 1.1077 3.5111  0.48
H: 2.9883 -0.2368 4.1620  0.44
H: 2.0076 0.9953 3.4585  0.25
H: 3.6646 0.3894 -1.4920  0.12
H: 4.9308 -0.5212 -1.2290  0.23
C: -1.3897 -1.8074 1.8059  -1.25
C: -0.8117 -1.3842 3.1771  2.11
C: -1.9033 -1.7442 4.2166  -1.25
O: -2.9713 -0.8594 3.9792  -0.11
C: -4.1181 -1.0895 4.8103  -1.03
N: 0.5042 -1.8259 3.4708  -0.55
H: -1.4392 -2.8561 1.7549  0.68
H: -0.6954 -1.4543 0.9652  -0.33
H: -2.3799 -1.4634 1.5222  0.38
H: -0.7651 -0.2252 3.3305  -1.00
H: -1.4948 -1.8076 5.2389  0.48
H: -2.2371 -2.7254 3.7759  0.36
H: -4.6539 -0.2255 4.6534  0.34
H: -3.8997 -1.0666 5.8393  0.38
H: -4.6372 -2.0931 4.5857  0.27
H: 0.6882 -2.8131 3.3933  0.30
H: 1.2551 -1.3142 2.9767  0.12
C: 0.2130 4.3139 -5.5418  -1.09
C: 1.5352 3.6610 -5.1180  -0.14
O: 1.3613 2.4257 -4.4981  -0.41
H: -0.4580 3.6351 -5.9528  0.32
H: 0.3840 5.1588 -6.1901  0.37
H: -0.4573 4.8409 -4.8160  0.28
H: 2.1622 4.3243 -4.4279  0.21
H: 2.1567 3.3852 -5.9894  0.25
H: 1.1560 2.4965 -3.5370  0.25
C: 2.4893 -2.0326 -5.1890  -0.72
C: 3.9354 -2.0853 -4.7101  -0.41
O: 4.1369 -2.5075 -3.4199  -0.49
H: 2.0265 -3.0258 -4.9185  0.03
H: 2.3957 -1.9898 -6.2791  0.43
H: 1.8271 -1.2934 -4.8072  0.30
H: 4.3889 -1.0202 -4.8663  0.22
H: 4.4721 -2.6819 -5.4785  0.30
H: 3.7996 -1.8991 -2.7121  0.36

Computed properties:
**Structure (SMILES)**: COC[C@H](C)N.COC[C@H](C)N.COC[C@H](C)N.COC[C@H](C)N.CCO.CCO.CO.CO.CO.CO
**LUMO**: 0.5 eV
**HOMO energy**: -8.865 eV

---

(2)
The following is a quantum chemistry calculation of 10 unconnected molecules or ions with the total composition C24H72N4O14, from OMol25.

Last column: Mulliken charge in e.
Geometry (Å):
C: -1.0808 0.5012 5.0472  -0.48
O: 0.2418 0.3465 4.7855  -0.39
C: 0.4549 -0.9669 4.1190  -0.61
C: 1.8113 -0.8867 3.4918  -0.98
N: 1.7464 0.2278 2.5135  0.64
C: 2.9358 0.4453 1.6726  -0.03
C: 4.1744 0.8059 2.4986  -0.84
O: 4.1887 2.2017 2.8198  -0.34
C: 4.7792 2.9952 1.7412  -0.53
H: -1.1830 1.4571 5.5947  0.20
H: -1.4625 -0.3007 5.7509  0.25
H: -1.6980 0.5914 4.0873  0.14
H: -0.4159 -1.1618 3.4829  0.30
H: 0.4868 -1.7650 4.8905  0.39
H: 1.9706 -1.8872 2.9792  0.32
H: 2.6250 -0.8371 4.1882  0.46
H: 1.6037 1.0879 3.0632  0.08
H: 2.8008 1.3023 1.0547  -0.34
H: 3.0691 -0.4791 1.0916  0.34
H: 5.0495 0.3693 2.0212  0.38
H: 4.1553 0.3358 3.4455  0.35
H: 4.0893 3.0842 0.9136  0.06
H: 5.6507 2.4681 1.3858  0.38
H: 4.9720 3.9215 2.2637  0.24
C: 4.9895 1.5440 -3.0423  -0.74
O: 3.7920 0.9603 -3.5000  -0.45
C: 2.9457 0.8095 -2.3921  -0.32
C: 1.6092 0.3115 -2.8495  0.34
N: 1.6486 -1.1439 -3.0460  -0.41
C: 0.4820 -1.6284 -3.7203  -0.43
C: 0.4231 -3.1793 -3.5533  -0.21
O: 1.4884 -3.6542 -4.3959  -0.40
C: 1.7044 -5.0680 -4.2644  -0.76
H: 5.2806 0.9286 -2.2337  0.38
H: 4.8652 2.5947 -2.7661  0.21
H: 5.7141 1.4745 -3.8762  0.28
H: 2.7849 1.7574 -1.8650  -0.06
H: 3.3826 0.0975 -1.6161  0.39
H: 1.3554 0.9083 -3.7426  0.43
H: 0.8425 0.5396 -2.1054  -0.43
H: 2.5032 -1.2822 -3.5928  0.26
H: 0.4198 -1.4757 -4.8055  0.54
H: -0.4439 -1.2845 -3.2241  0.13
H: -0.5651 -3.5538 -3.7926  0.31
H: 0.5964 -3.4755 -2.5239  0.17
H: 2.5435 -5.3435 -4.8744  0.31
H: 0.8147 -5.7040 -4.5661  0.25
H: 1.9759 -5.4536 -3.2539  0.28
C: -1.7173 3.4382 3.0389  -0.50
O: -0.6304 4.2651 2.5294  -0.48
C: 0.5573 3.5334 2.3455  0.47
C: 1.4390 4.3486 1.4334  -1.26
N: 1.3115 3.9176 0.0325  0.28
C: 2.0450 4.8066 -0.8257  -1.05
C: 1.6001 4.6628 -2.2487  -0.07
O: 0.2894 5.1235 -2.3155  -0.37
C: 0.0790 6.4161 -1.8246  -0.82
H: -1.7791 2.5232 2.4749  0.18
H: -2.5890 4.0707 3.0428  0.33
H: -1.4262 3.2464 4.0689  0.21
H: 0.3545 2.5271 1.9480  -0.45
H: 1.0584 3.4003 3.3418  0.50
H: 2.4829 4.2604 1.5888  0.43
H: 1.2569 5.3709 1.5695  0.55
H: 0.3572 3.9332 -0.2116  0.26
H: 3.1030 4.5889 -0.6816  0.28
H: 1.8712 5.8620 -0.5355  0.63
H: 1.5805 3.6459 -2.5950  -0.28
H: 2.2052 5.1089 -3.0006  0.42
H: 0.9084 7.1519 -2.0621  0.30
H: -0.0173 6.4092 -0.7646  0.32
H: -0.8194 6.8467 -2.2687  0.28
C: -4.0052 -2.7278 4.7258  -0.60
O: -3.8639 -3.0390 3.3546  -0.09
C: -4.7133 -4.0792 2.9071  -0.90
C: -4.3485 -4.3444 1.4378  -0.18
N: -2.9430 -4.8344 1.3464  -0.46
C: -1.9874 -4.2025 0.3998  -0.62
C: -2.2448 -4.6170 -1.0266  -0.46
O: -3.2713 -3.7805 -1.6380  -0.21
C: -3.8626 -4.3662 -2.8226  -0.95
H: -3.1956 -2.1676 5.0686  -0.03
H: -4.0492 -3.6707 5.2986  0.33
H: -4.9614 -2.2426 4.8812  0.33
H: -5.7882 -3.8853 2.9379  0.39
H: -4.5110 -4.9388 3.5955  0.43
H: -4.4074 -3.4426 0.7996  -0.03
H: -4.9508 -5.1440 1.0187  0.38
H: -2.5449 -4.8580 2.2933  0.25
H: -1.0058 -4.4808 0.5287  0.61
H: -1.9668 -3.0682 0.3781  0.18
H: -2.5854 -5.7247 -1.0383  0.44
H: -1.3619 -4.5119 -1.7195  0.09
H: -4.6238 -3.7257 -3.2584  0.31
H: -4.3970 -5.3126 -2.5321  0.31
H: -3.1583 -4.6544 -3.5838  0.33
O: -0.7833 2.2512 -3.0801  -0.47
H: -0.8003 3.2249 -3.0953  0.22
H: -1.4712 1.9770 -3.7329  0.28
O: -3.2183 1.4511 -4.2596  -0.65
H: -3.5823 0.9165 -3.5350  0.31
H: -3.5192 0.9796 -5.0312  0.29
O: -1.4254 0.2468 -0.9550  -0.43
H: -2.2442 -0.3303 -1.0019  0.23
H: -1.3526 0.9075 -1.6831  0.16
O: -3.8714 -1.1373 -1.2533  -0.63
H: -3.8489 -2.1105 -1.3760  0.40
H: -4.3472 -0.9089 -0.4376  0.28
O: -1.1278 0.4137 1.7103  -0.39
H: -0.2103 0.1782 1.9388  0.08
H: -1.1467 0.7120 0.7626  0.33
O: 0.7649 -1.6224 -0.2773  -0.75
H: 1.1117 -1.5210 -1.1539  0.35
H: 0.1810 -0.8024 -0.2722  0.29

Computed properties:
**Structure (SMILES)**: COCCNCCOC.COCCNCCOC.COCCNCCOC.COCCNCCOC.O.O.O.O.O.O
**LUMO**: 0.3 eV
**HOMO energy**: -8.501 eV

---

| no. | F_max (eV/Å) |
| --- | --- |
| 1 | 3.63 |
| 2 | 3.45 |